Record 1
DFT (wB97M-V/def2-TZVPD) results for C50H49GeN9S2Ti as an isolated structure at a distorted geometry.

Properties
HOMO level (alpha / beta): -0.191 / -0.176 Ha
spin multiplicity: 3
ΔE to the lowest compared entry with this formula, charge and spin: 0.0 kcal per mole
total charge: 0
gap between HOMO and LUMO (alpha / beta): 4.441 / 3.723 eV
lowest unoccupied orbital energy (alpha / beta): -0.8 / -1.1 eV
E_tot: -167352.9316 eV

Cartesian coordinates (Å):
Ti (0.4699, -0.3853, -0.5341)
S (-1.5724, 1.4640, 1.1734)
C (-2.5312, 0.0003, 0.6725)
N (-3.5349, -0.1117, 1.5176)
N (-4.4901, -1.0217, 1.1947)
C (-5.3294, -1.5851, 2.1005)
C (-6.3237, -2.4718, 1.6583)
C (-7.1315, -3.1283, 2.5609)
C (-6.9858, -2.9182, 3.9251)
C (-6.0512, -1.9915, 4.3663)
C (-5.2336, -1.3261, 3.4762)
N (-2.3503, -0.8238, -0.3143)
N (-1.2604, -0.8924, -1.1143)
C (-1.2429, -1.9982, -1.9266)
C (-0.0659, -2.3015, -2.6449)
C (0.0254, -3.4690, -3.3709)
C (-1.0323, -4.3686, -3.4207)
C (-2.2092, -4.0632, -2.7545)
C (-2.3200, -2.8967, -2.0309)
H (-4.4834, -1.3770, 0.2398)
H (-6.4476, -2.6304, 0.5951)
H (-7.8824, -3.8153, 2.1991)
H (-7.5914, -3.4661, 4.6321)
H (-5.9592, -1.7942, 5.4257)
H (-4.5107, -0.5926, 3.7995)
H (0.7888, -1.6135, -2.6105)
H (0.9420, -3.6991, -3.8931)
H (-0.9379, -5.3006, -3.9563)
H (-3.0406, -4.7553, -2.7774)
H (-3.2287, -2.6659, -1.4967)
N (4.2879, -1.6463, -0.5963)
C (5.2277, -0.6453, -0.6943)
C (6.4748, -0.9045, -1.2651)
C (7.4601, 0.0616, -1.2835)
C (7.2099, 1.3251, -0.7714)
C (5.9611, 1.6160, -0.2430)
C (4.9840, 0.6391, -0.1797)
S (3.4331, 0.9182, 0.6364)
N (2.4217, -0.1834, -0.2008)
C (2.9172, -1.4360, -0.3698)
C (2.0405, -2.5175, -0.2679)
C (2.3821, -3.8777, -0.5318)
C (1.4852, -4.8702, -0.2682)
C (0.2049, -4.5320, 0.2279)
C (-0.1139, -3.2028, 0.3692)
N (0.7419, -2.1926, 0.1529)
H (4.5411, -2.5233, -1.0282)
H (6.6672, -1.8819, -1.6844)
H (8.4245, -0.1678, -1.7138)
H (7.9832, 2.0781, -0.7868)
H (5.7477, 2.6036, 0.1378)
H (3.3541, -4.1092, -0.9454)
H (1.7402, -5.9014, -0.4607)
H (-0.5291, -5.2957, 0.4361)
H (-1.1253, -2.9143, 0.6552)
C (0.8606, 0.4742, 4.9135)
C (0.9415, 0.7136, 3.3841)
N (0.7574, -0.5407, 2.6869)
C (-0.5167, -1.1257, 3.0462)
C (-0.5296, -1.4921, 4.5488)
N (0.7391, -0.9917, 5.1362)
C (1.8915, -1.6987, 4.5253)
C (1.8365, -1.4497, 2.9957)
H (-0.0145, 0.9626, 5.3451)
H (1.7542, 0.8272, 5.4318)
H (1.9028, 1.1462, 3.0997)
H (0.1516, 1.3919, 3.0546)
H (-0.6662, -2.0138, 2.4335)
H (-1.3083, -0.4096, 2.8114)
H (-0.5852, -2.5711, 4.6991)
H (-1.3660, -1.0247, 5.0683)
H (0.7342, -1.1730, 6.1418)
H (1.8096, -2.7589, 4.7637)
H (2.8114, -1.3137, 4.9651)
H (1.6751, -2.3851, 2.4579)
H (2.7677, -1.0082, 2.6366)
C (-0.0574, 1.4443, 0.1960)
Ge (-0.2167, 2.6506, -1.4222)
C (0.9711, 4.2286, -1.1607)
C (0.5338, 5.5449, -1.1676)
C (1.4219, 6.5857, -0.9567)
C (2.7623, 6.3179, -0.7403)
C (3.2147, 5.0101, -0.7432)
C (2.3235, 3.9769, -0.9575)
C (0.4118, 1.9617, -3.1878)
C (-0.0093, 0.7283, -3.6645)
C (0.4131, 0.2517, -4.8963)
C (1.2424, 1.0292, -5.6877)
C (1.6424, 2.2762, -5.2380)
C (1.2359, 2.7339, -3.9972)
C (-2.1061, 3.2411, -1.6150)
C (-2.9120, 2.8198, -2.6636)
C (-4.2429, 3.1992, -2.7260)
C (-4.7835, 3.9966, -1.7321)
C (-3.9950, 4.4022, -0.6686)
C (-2.6651, 4.0306, -0.6169)
H (0.7005, 1.8894, 0.8472)
H (-0.5105, 5.7529, -1.3482)
H (1.0705, 7.6079, -0.9586)
H (3.4582, 7.1255, -0.5714)
H (4.2621, 4.7991, -0.5771)
H (2.6721, 2.9528, -0.9734)
H (-0.7253, 0.1605, -3.0793)
H (0.0878, -0.7225, -5.2386)
H (1.5648, 0.6738, -6.6572)
H (2.2761, 2.8951, -5.8567)
H (1.5438, 3.7126, -3.6568)
H (-2.4907, 2.1993, -3.4445)
H (-4.8583, 2.8727, -3.5539)
H (-5.8211, 4.2952, -1.7779)
H (-4.4222, 5.0018, 0.1216)
H (-2.0436, 4.3543, 0.2064)

---

Record 2
DFT (wB97M-V/def2-TZVPD) results for C50H49N2O6P2Pd as an isolated structure at a distorted geometry.

Properties
HOMO level: -0.370 Ha
total charge: +1
gap between HOMO and LUMO: 5.518 eV
lowest unoccupied orbital energy: -4.5 eV
E_tot: -89962.4423 eV

Cartesian coordinates (Å):
C (-3.5067, -1.4805, 5.5568)
C (-3.2422, -2.9893, 5.5257)
C (-1.7380, -3.1803, 5.3245)
N (-1.1765, -1.8271, 5.4816)
N (0.0823, -1.5622, 5.2013)
C (1.0768, -2.3491, 5.4584)
C (-2.1827, -0.7914, 5.2451)
H (-4.2802, -1.1873, 4.8481)
H (-3.8288, -1.1813, 6.5547)
H (-3.5419, -3.4476, 6.4705)
H (-3.7952, -3.4779, 4.7204)
H (-1.2792, -3.8708, 6.0511)
H (-1.5146, -3.5864, 4.3150)
H (2.0683, -2.0419, 5.1006)
H (0.9798, -3.2600, 6.0795)
H (-2.1344, -0.4409, 4.2002)
H (-1.9784, 0.0782, 5.8833)
C (2.1710, 2.9123, -4.2392)
C (3.0308, 3.3201, -3.2148)
C (3.4842, 2.3950, -2.2676)
C (2.9700, 1.1044, -2.3183)
O (3.1310, 0.2406, -1.2044)
P (2.3662, 0.3628, 0.2261)
O (3.1312, -0.7314, 1.1743)
C (4.1081, -1.6795, 0.8412)
C (5.3032, -1.6524, 1.5604)
C (6.3648, -2.4270, 1.0845)
C (6.1903, -3.2427, -0.0398)
C (4.9416, -3.3320, -0.6683)
C (3.8692, -2.5709, -0.1992)
O (2.9355, 1.7909, 0.7781)
C (3.4859, 2.0547, 2.0336)
C (4.5311, 2.9757, 2.0819)
C (5.1821, 3.1740, 3.3068)
C (4.7866, 2.4475, 4.4368)
C (3.7108, 1.5569, 4.3662)
C (3.0252, 1.3872, 3.1602)
Pd (0.0787, 0.1380, 0.1823)
P (-0.9899, -0.3515, -1.7929)
O (-0.9835, 0.6944, -3.0583)
C (-1.4980, 0.5784, -4.3720)
C (-2.2264, 1.6543, -4.8676)
C (-2.8690, 1.5122, -6.1046)
C (-2.7722, 0.3076, -6.8084)
C (-2.0189, -0.7498, -6.2954)
C (-1.2976, -0.5804, -5.1102)
O (-0.5170, -1.7805, -2.4293)
C (-1.2443, -2.9821, -2.4052)
C (-1.3830, -3.6498, -3.6166)
C (-2.3448, -4.6618, -3.7008)
C (-3.0889, -5.0176, -2.5721)
C (-2.8592, -4.3846, -1.3465)
C (-1.8822, -3.3902, -1.2415)
O (-2.5901, -0.5943, -1.5724)
C (-3.6525, 0.2195, -1.9834)
C (-4.6241, -0.4190, -2.7453)
C (-5.5954, 0.3750, -3.3526)
C (-5.6075, 1.7548, -3.1307)
C (-4.6616, 2.3557, -2.2918)
C (-3.6716, 1.5771, -1.6853)
C (-1.1910, 1.4329, 1.4226)
C (-0.5584, 2.7523, 1.5745)
C (-0.5988, 3.6791, 0.5149)
C (-0.0872, 4.9649, 0.6901)
C (0.5587, 5.3017, 1.8865)
C (0.7260, 4.3356, 2.8859)
C (0.1414, 3.0771, 2.7507)
C (-0.8278, 0.2916, 2.1924)
C (-1.2531, -0.9610, 1.7111)
C (2.1948, 0.6505, -3.3813)
C (1.7661, 1.5784, -4.3346)
H (1.8269, 3.6344, -4.9803)
H (3.3570, 4.3589, -3.1387)
H (4.1937, 2.6781, -1.4940)
H (5.3834, -1.0390, 2.4577)
H (7.3225, -2.3954, 1.6037)
H (7.0330, -3.8235, -0.4245)
H (4.7824, -3.9856, -1.5257)
H (2.8677, -2.6621, -0.6186)
H (4.8133, 3.5162, 1.1760)
H (5.9930, 3.9045, 3.3673)
H (5.3118, 2.5817, 5.3840)
H (3.3819, 0.9809, 5.2325)
H (2.1368, 0.7585, 3.1083)
H (-2.2927, 2.5692, -4.2772)
H (-3.4417, 2.3505, -6.5096)
H (-3.2946, 0.1820, -7.7561)
H (-1.9636, -1.7157, -6.7955)
H (-0.5955, -1.3299, -4.7556)
H (-0.7699, -3.3590, -4.4702)
H (-2.4929, -5.1678, -4.6537)
H (-3.8447, -5.7996, -2.6396)
H (-3.4270, -4.6524, -0.4555)
H (-1.6274, -2.9312, -0.2857)
H (-4.5785, -1.5027, -2.8538)
H (-6.3470, -0.1032, -3.9785)
H (-6.3615, 2.3744, -3.6237)
H (-4.6831, 3.4291, -2.0944)
H (-2.9332, 2.0075, -1.0065)
H (-2.1534, 1.4009, 0.8997)
H (-1.0149, 3.3581, -0.4462)
H (-0.1865, 5.6990, -0.1122)
H (0.9592, 6.3051, 2.0303)
H (1.3148, 4.5478, 3.7794)
H (0.2410, 2.3220, 3.5328)
H (-0.2262, 0.3877, 3.0985)
H (-2.2382, -1.0352, 1.2416)
H (-0.7809, -1.8833, 2.0536)
H (1.9112, -0.4017, -3.4421)
H (1.1255, 1.2422, -5.1549)

---

The lowest E_tot belongs to which entry?
C50H49GeN9S2Ti

---

What is the total charge in the second record?
+1